{"formula": "C4H5N3O", "method": "ωB97M-V/def2-TZVPD", "smiles": "N#C[C@@H]1COC=NN1", "multiplicity": 1, "gap_ev": 9.597, "lumo_ha": 0.02763, "symbols": ["N", "C", "C", "C", "O", "C", "N", "N", "H", "H", "H", "H", "H"], "coordinates": [[3.338493, -0.152425, 0.079104], [2.201964, 0.005920, -0.239767], [0.749531, -0.053001, -0.346685], [-0.091271, 1.070212, 0.286716], [-1.370935, 0.951023, -0.143170], [-1.936021, -0.298737, -0.183737], [-1.258044, -1.306911, 0.054272], [0.094774, -1.258132, 0.147843], [0.637761, 0.156471, -1.375132], [-0.281017, 1.089630, 1.431566], [0.189698, 2.109075, 0.089495], [-3.003171, -0.333892, -0.157160], [0.728232, -1.979236, 0.356661]], "atomic_forces_ev_per_a": [[-4.272, 0.863, -1.670], [4.269, -1.381, 3.050], [-0.753, 0.844, 1.176], [0.650, 1.492, 3.326], [-3.224, 0.297, -2.479], [1.155, 1.863, 1.047], [0.988, -3.580, 0.259], [0.791, 2.492, -1.000], [-0.865, -0.318, -1.752], [1.667, -0.744, -1.308], [0.434, -0.311, -0.483], [-0.388, 0.153, -0.352], [-0.451, -1.670, 0.186]]}

{"formula": "C2H3NOS", "method": "ωB97M-V/def2-TZVPD", "multiplicity": 1, "gap_ev": [8.324, 8.325], "lumo_ha": [-0.01072, -0.01070], "symbols": ["C", "C", "N", "O", "S", "H", "H", "H"], "coordinates": [[0.582827, -0.682918, -0.164252], [-1.104240, 1.186246, 0.304536], [0.003539, 0.128098, 0.616814], [-2.220594, 0.920426, 0.589831], [0.460230, 0.780958, 2.124888], [1.183959, -1.410009, 0.288737], [0.241981, -1.013244, -1.160283], [-0.627599, 1.969701, -0.067948]], "atomic_forces_ev_per_a": [[-1.413, -1.555, -0.835], [-1.236, -5.318, 2.149], [-0.529, 2.427, -0.068], [0.012, 0.498, -0.599], [0.139, -0.521, 0.001], [1.623, -0.504, 0.694], [-0.262, 1.032, 0.413], [1.666, 3.940, -1.754]]}

Values for relative energy (zero: lowest compared OMol25 entry of this formula, charge and spin), kcal per mole, ordered as above
90.5 59.9